Arrangement w

# C22H24N2O3S

A single C22H24N2O3S molecule (the ωB97M-V functional and the def2-TZVPD basis, the Open Molecules 2025 dataset).

Cartesian coordinates (Å):
1 C -6.2958 -3.0785 0.8970
2 O -5.1260 -2.7927 0.1792
3 C -4.8791 -1.4135 0.0454
4 C -3.5802 -1.2168 -0.7272
5 C -2.3813 -1.7392 0.0589
6 N -1.1566 -1.4961 -0.6668
7 C -0.1383 -2.3648 -0.7138
8 O -0.1243 -3.4525 -0.1745
9 C 1.0600 -1.8309 -1.5201
10 N 1.7503 -0.7635 -0.8121
11 C 1.2642 0.4965 -0.9773
12 O 0.2824 0.7073 -1.6790
13 C 1.9835 1.6054 -0.3182
14 C 1.3859 2.7105 0.1464
15 C -0.0546 2.8848 0.2742
16 C -0.6405 4.1073 -0.0520
17 C -2.0053 4.2813 0.0494
18 C -2.8253 3.2537 0.5043
19 C -4.3054 3.4571 0.6107
20 C -2.2352 2.0499 0.8670
21 C -0.8719 1.8630 0.7528
22 S 3.7486 1.4888 -0.3748
23 C 3.8729 -0.1711 0.2251
24 C 5.0026 -0.5370 0.9415
25 C 5.1099 -1.8104 1.4664
26 C 4.0693 -2.7096 1.2994
27 C 2.9453 -2.3548 0.5767
28 C 2.8426 -1.0881 0.0048
29 H -6.3820 -4.1622 0.9336
30 H -7.1810 -2.6575 0.4028
31 H -6.2441 -2.6814 1.9192
32 H -5.7131 -0.9318 -0.4908
33 H -4.8055 -0.9470 1.0423
34 H -3.4459 -0.1532 -0.9365
35 H -3.6529 -1.7536 -1.6733
36 H -2.3369 -1.2449 1.0385
37 H -2.4698 -2.8153 0.2209
38 H -1.0503 -0.5961 -1.1247
39 H 1.7601 -2.6438 -1.7146
40 H 0.6991 -1.4161 -2.4659
41 H 2.0063 3.5419 0.4563
42 H -0.0182 4.9133 -0.4128
43 H -2.4463 5.2288 -0.2260
44 H -4.7134 3.7814 -0.3456
45 H -4.5291 4.2303 1.3452
46 H -4.8058 2.5396 0.9105
47 H -2.8538 1.2497 1.2482
48 H -0.4293 0.9252 1.0579
49 H 5.7881 0.1898 1.0789
50 H 5.9935 -2.0916 2.0178
51 H 4.1293 -3.6964 1.7313
52 H 2.1379 -3.0613 0.4676

Net charge: 0
Orbital gap (hartree): 0.3051
Spin multiplicity: 1

Population analysis type natural (NBO), resulting atomic charges in e: -0.24 -0.54 -0.05 -0.42 -0.22 -0.63 0.67 -0.63 -0.31 -0.43 0.66 -0.63 -0.27 -0.12 -0.10 -0.18 -0.21 0.00 -0.63 -0.24 -0.12 0.32 -0.22 -0.20 -0.21 -0.20 -0.25 0.20 0.20 0.16 0.16 0.17 0.16 0.21 0.22 0.18 0.24 0.43 0.23 0.25 0.22 0.21 0.21 0.22 0.22 0.21 0.20 0.20 0.22 0.22 0.22 0.25

=====

Arrangement x

# C22H24N2O3S

A single C22H24N2O3S molecule (the ωB97M-V functional and the def2-TZVPD basis, the Open Molecules 2025 dataset).

Cartesian coordinates (Å):
1 C -0.1956 0.8925 -6.2975
2 C 0.3504 0.9735 -4.9060
3 C -0.4294 0.6173 -3.8113
4 C 0.0646 0.6946 -2.5230
5 C 1.3669 1.1459 -2.3113
6 C 1.9015 1.3373 -0.9465
7 O 2.4898 2.3382 -0.5987
8 N 1.6354 0.3294 -0.0216
9 C 1.5921 0.5903 1.3411
10 C 1.2020 -0.5088 2.0330
11 C 0.9570 -0.6368 3.4998
12 C 0.1589 0.5141 4.1521
13 N -1.2094 0.7396 3.7479
14 C -2.1110 -0.3716 3.6310
15 C -2.1553 -1.0097 2.2418
16 S -2.5914 0.2745 1.0369
17 O -3.9530 0.6782 1.2617
18 O -2.2461 -0.1978 -0.2817
19 C -1.4975 1.6613 1.4435
20 C -1.5628 1.8813 2.9525
21 C 1.0549 -1.5639 1.0638
22 C 0.7496 -2.9179 1.1808
23 C 0.7372 -3.6924 0.0415
24 C 1.0458 -3.1428 -1.2010
25 C 1.3552 -1.8048 -1.3427
26 C 1.3314 -1.0103 -0.2061
27 C 2.1433 1.5379 -3.3994
28 C 1.6438 1.4358 -4.6819
29 H 0.5740 0.5769 -6.9987
30 H -1.0301 0.1977 -6.3478
31 H -0.5519 1.8739 -6.6120
32 H -1.4408 0.2708 -3.9623
33 H -0.5724 0.4122 -1.6970
34 H 1.8398 1.5774 1.6828
35 H 1.9195 -0.6741 4.0200
36 H 0.4511 -1.5836 3.6949
37 H 0.1494 0.3033 5.2320
38 H 0.7019 1.4483 4.0062
39 H -1.8417 -1.1204 4.3813
40 H -3.1222 -0.0115 3.8568
41 H -1.2041 -1.4112 1.9135
42 H -2.9272 -1.7711 2.1731
43 H -0.5055 1.3844 1.1044
44 H -1.8612 2.5233 0.8914
45 H -0.9201 2.7202 3.2340
46 H -2.5977 2.1485 3.1987
47 H 0.5428 -3.3567 2.1464
48 H 0.5019 -4.7439 0.1109
49 H 1.0517 -3.7791 -2.0727
50 H 1.6128 -1.4035 -2.3092
51 H 3.1423 1.9085 -3.2237
52 H 2.2597 1.7245 -5.5215

Net charge: 0
Orbital gap (hartree): 0.3205
Spin multiplicity: 1

Population analysis type natural (NBO), resulting atomic charges in e: -0.63 0.01 -0.21 -0.19 -0.12 0.68 -0.56 -0.42 -0.02 -0.09 -0.45 -0.19 -0.46 -0.23 -0.68 2.16 -0.95 -0.97 -0.68 -0.22 -0.02 -0.22 -0.22 -0.21 -0.21 0.13 -0.16 -0.23 0.22 0.22 0.23 0.22 0.25 0.24 0.23 0.21 0.19 0.20 0.21 0.21 0.25 0.25 0.25 0.25 0.21 0.21 0.21 0.21 0.22 0.23 0.23 0.21

=====

Least stable = arrangement x

=====

Arrangement w

# C3H2O3Pb

A molecular structure, C3H2O3Pb (the ωB97M-V functional and the def2-TZVPD basis, the Open Molecules 2025 dataset).

Cartesian coordinates (Å):
1 C -2.1815 0.4724 -0.0429
2 C -1.4689 -0.5424 -0.4794
3 O -0.3415 -1.0541 -0.3935
4 H -2.7138 -0.6356 0.4066
5 H -2.5460 1.2805 -0.6740
6 C 1.4339 -0.4330 0.4820
7 O 1.2835 0.7070 0.8233
8 O 2.3726 -1.1487 0.2682
9 Pb 4.1618 1.3537 -0.3903

Net charge: +1
Orbital gap (alpha / beta) (hartree): 0.2028 / 0.2598
Spin multiplicity: 2

Population analysis type natural (NBO), resulting atomic charges in e: -0.45 0.55 -0.57 0.30 0.29 1.04 -0.59 -0.57 1.00

=====

Arrangement x

# C3H2O3Pb

A molecular structure, C3H2O3Pb (the ωB97M-V functional and the def2-TZVPD basis, the Open Molecules 2025 dataset).

Cartesian coordinates (Å):
1 O 2.0280 -0.5788 -0.1119
2 C 0.7849 -0.6847 0.0125
3 C 0.0014 0.5144 0.1872
4 O 0.6244 1.6766 -0.0113
5 Pb 2.6081 1.4311 -0.1693
6 H 0.2967 -1.6635 -0.0986
7 C -1.3467 0.4623 0.0029
8 O -2.1247 -0.5563 -0.2130
9 H -2.8722 -0.6010 0.4014

Net charge: +1
Orbital gap (alpha / beta) (hartree): 0.3009 / 0.3071
Spin multiplicity: 2

Population analysis type Löwdin, resulting atomic charges in e: -0.22 -0.14 -0.41 -0.36 1.56 0.16 0.11 0.14 0.16

=====

Least stable = arrangement w

=====

Arrangement w

# C5H11N4S

A gas-phase ion, C5H11N4S (charge +1) (the ωB97M-V functional and the def2-TZVPD basis, the Open Molecules 2025 dataset).

Cartesian coordinates (Å):
1 N 0.9996 2.8726 -0.4451
2 C 0.3317 1.7350 -0.3043
3 N -0.7623 1.3907 -0.8567
4 C -1.0855 -0.0021 -0.6405
5 C -0.7422 -0.8978 -1.7893
6 S 0.9870 -1.4726 -1.6984
7 C 0.6380 -1.7604 0.1875
8 C -0.0337 -0.3685 0.5046
9 N -0.6608 -0.5561 1.9071
10 N 0.8113 0.7644 0.6024
11 H 0.7780 3.4139 -1.3709
12 H 1.9142 2.7984 0.0378
13 H -2.1170 -0.1825 -0.2149
14 H -1.4780 -1.6590 -1.8616
15 H -0.7470 -0.3691 -2.7647
16 H 1.5378 -2.0336 0.6362
17 H -0.1300 -2.5911 0.3570
18 H -1.1753 0.1312 2.3431
19 H 0.2300 -0.4946 2.4220
20 H -1.0300 -1.5050 2.0541
21 H 1.7342 0.7860 0.8947

Net charge: +1
Orbital gap (hartree): 0.3283
Spin multiplicity: 1

Population analysis type natural (NBO), resulting atomic charges in e: -0.79 0.59 -0.55 -0.07 -0.55 0.25 -0.53 0.28 -0.69 -0.69 0.46 0.40 0.21 0.23 0.27 0.24 0.22 0.44 0.43 0.44 0.41

=====

Arrangement x

# C5H11N4S

2 unconnected molecules or ions with the total composition C5H11N4S (the ωB97M-V functional and the def2-TZVPD basis, the Open Molecules 2025 dataset).

Cartesian coordinates (Å):
1 C 2.2839 0.8172 -0.8679
2 C -1.4058 -1.2444 -0.3903
3 C -0.8797 -0.1902 0.6491
4 C -2.9507 -1.3948 -0.3139
5 C -0.9521 -0.3659 1.9486
6 N -0.9444 -0.7215 -1.7031
7 N -0.5904 0.4224 -1.7726
8 N 2.6888 1.9892 -0.4603
9 N 2.2116 0.5517 -2.1542
10 S -0.3929 1.2291 -0.2061
11 H -0.9358 -2.1628 -0.0855
12 H -3.2555 -2.0222 0.4819
13 H -3.1996 -1.8794 -1.2736
14 H -3.4080 -0.4540 -0.1542
15 H 1.9854 -0.0045 -0.2472
16 H -1.2085 -1.3895 2.2312
17 H -0.7763 0.3279 2.6925
18 H 3.0848 2.0574 0.4585
19 H 3.0086 2.6958 -1.1166
20 H 1.7469 -0.3190 -2.6330
21 H 2.5628 1.2376 -2.8669

Net charge: +1
Orbital gap (hartree): 0.3209
Spin multiplicity: 1

Population analysis type natural (NBO), resulting atomic charges in e: 0.39 -0.14 -0.23 -0.60 -0.39 -0.10 -0.22 -0.72 -0.72 0.37 0.24 0.23 0.24 0.23 0.25 0.21 0.22 0.43 0.42 0.47 0.42

=====

Least stable = arrangement x

=====

Arrangement w

# C18H29N3O4S

A single C18H29N3O4S molecule (the ωB97M-V functional and the def2-TZVPD basis, the Open Molecules 2025 dataset).

Cartesian coordinates (Å):
1 C 3.1462 -0.2777 1.2789
2 C 2.1585 -0.4919 0.1313
3 N 0.9859 0.3483 0.1817
4 C 1.1454 1.7786 0.0605
5 C 0.8188 2.2909 -1.3559
6 O 1.6602 2.8279 -2.0510
7 N -0.4664 2.1351 -1.6854
8 C -1.0299 2.6408 -2.9131
9 C -1.7346 1.5579 -3.7264
10 C -0.7775 0.4588 -4.2008
11 N -0.7540 -0.6802 -3.2987
12 C 0.4568 -1.4675 -3.4610
13 C 0.4426 -2.6466 -2.4876
14 O -0.6838 -3.4665 -2.6941
15 C -1.8517 -2.7039 -2.4924
16 C -1.9120 -1.5406 -3.4808
17 S -0.3775 -0.2250 0.9176
18 O -0.4787 -1.6234 0.6245
19 O -1.4593 0.6394 0.5233
20 C -0.1295 -0.0320 2.6803
21 C -0.4515 1.1597 3.2997
22 C -0.2101 1.3075 4.6548
23 C 0.3459 0.2698 5.3954
24 C 0.6264 0.4376 6.8560
25 C 0.6483 -0.9280 4.7530
26 C 0.4137 -1.0809 3.3987
27 H 2.6508 -0.3847 2.2412
28 H 3.6008 0.7088 1.2300
29 H 3.9386 -1.0180 1.2096
30 H 2.6601 -0.3230 -0.8267
31 H 1.7856 -1.5162 0.1519
32 H 0.4678 2.2700 0.7624
33 H 2.1709 2.0708 0.2956
34 H -1.0656 1.6036 -1.0618
35 H -1.7496 3.4338 -2.6721
36 H -0.2070 3.0797 -3.4836
37 H -2.5201 1.1184 -3.1117
38 H -2.2035 2.0346 -4.5888
39 H -1.0531 0.1395 -5.2227
40 H 0.2332 0.8709 -4.2466
41 H 1.3189 -0.8308 -3.2489
42 H 0.5468 -1.8560 -4.4931
43 H 1.3198 -3.2791 -2.6385
44 H 0.4241 -2.2639 -1.4597
45 H -2.6940 -3.3817 -2.6437
46 H -1.8646 -2.3117 -1.4659
47 H -2.8237 -0.9674 -3.3070
48 H -1.9440 -1.9460 -4.5107
49 H -0.9110 1.9479 2.7247
50 H -0.4619 2.2367 5.1443
51 H 1.6631 0.7429 7.0002
52 H 0.4767 -0.4981 7.3890
53 H -0.0136 1.2008 7.2907
54 H 1.0669 -1.7459 5.3207
55 H 0.6252 -2.0071 2.8879

Net charge: 0
Orbital gap (hartree): 0.3277
Spin multiplicity: 1

Population analysis type natural (NBO), resulting atomic charges in e: -0.63 -0.22 -0.69 -0.31 0.66 -0.64 -0.62 -0.22 -0.41 -0.22 -0.44 -0.25 -0.08 -0.53 -0.08 -0.25 2.34 -0.94 -0.96 -0.28 -0.20 -0.22 0.01 -0.63 -0.21 -0.21 0.21 0.21 0.22 0.21 0.23 0.22 0.23 0.43 0.19 0.23 0.20 0.21 0.17 0.20 0.20 0.16 0.19 0.18 0.19 0.19 0.20 0.16 0.23 0.22 0.23 0.22 0.22 0.22 0.24

=====

Arrangement x

# C18H29N3O4S

A molecular structure, C18H29N3O4S (the ωB97M-V functional and the def2-TZVPD basis, the Open Molecules 2025 dataset).

Cartesian coordinates (Å):
1 C 5.4574 1.7253 -3.4656
2 C 4.2156 0.9977 -2.9488
3 C 3.3195 0.3422 -3.9262
4 C 2.4009 -0.4088 -3.5450
5 C 2.2406 -0.3779 -2.1531
6 C 3.0595 0.0323 -1.2687
7 C 4.2016 0.7093 -1.6938
8 H 4.6043 1.4382 -1.0550
9 C 2.7012 0.0348 0.1117
10 H 3.5107 0.4950 0.7866
11 H 1.6381 0.3162 0.3069
12 H 2.6419 -1.0225 0.3459
13 S 0.8565 -1.4490 -1.6903
14 O 0.7762 -2.9566 -2.4412
15 O 0.5618 -1.5235 -0.3760
16 N -0.4152 -0.8986 -2.5189
17 C -1.5426 -1.5447 -2.8079
18 H -1.2204 -2.6033 -3.1789
19 H -2.2571 -1.0408 -3.8064
20 H -2.4148 -1.7555 -2.1809
21 C -0.7317 0.6485 -2.1118
22 H 0.2452 0.7714 -1.8119
23 H -1.1380 1.0878 -2.9610
24 C -1.7495 0.5700 -0.9809
25 O -2.7638 1.8506 -1.1277
26 N -1.8029 -0.1610 0.0845
27 H -0.8302 -0.7770 0.1480
28 C -2.6944 -0.0994 1.1604
29 C -1.5587 0.1117 2.4273
30 N -2.3547 -0.0507 3.7517
31 C -1.5929 -0.1258 4.7631
32 C -2.3080 -0.3420 6.0285
33 O -3.3106 0.5073 6.3425
34 C -4.0142 0.7676 5.2771
35 C -3.2686 1.0754 3.9743
36 H -4.2073 1.0493 3.0579
37 H -2.8934 2.1941 4.0869
38 H -4.7642 1.2538 5.5427
39 H -4.7092 -0.2479 5.0179
40 H -1.6909 -0.6689 6.8098
41 H -2.7815 -1.5540 6.0546
42 H -0.7114 -1.2118 4.5326
43 H -0.8170 0.7657 4.9622
44 H -0.6762 -0.4770 2.4707
45 H -1.2503 1.2770 2.2350
46 H -3.3155 0.7525 1.2177
47 H -3.0171 -1.0308 1.5254
48 C 1.6161 -1.0903 -4.4485
49 H 1.9544 -0.9902 -5.6638
50 H 1.4212 -2.2169 -4.5105
51 H 0.5449 -0.5732 -4.7346
52 H 3.6396 0.4799 -5.0684
53 H 5.5168 2.6675 -2.7084
54 H 5.3216 2.1947 -4.3713
55 H 6.3571 1.0827 -3.4665

Net charge: 0
Orbital gap (hartree): 0.3077
Spin multiplicity: 1

Population analysis type natural (NBO), resulting atomic charges in e: -0.62 0.08 -0.16 -0.08 -0.30 0.05 -0.26 0.22 -0.65 0.23 0.24 0.25 2.24 -0.92 -0.96 -0.71 -0.44 0.27 0.18 0.21 -0.27 0.21 0.26 0.61 -0.78 -0.59 0.45 -0.21 -0.21 -0.50 -0.17 -0.09 -0.48 -0.04 -0.26 0.22 0.20 0.19 0.10 0.22 0.12 0.16 0.15 0.21 0.19 0.26 0.22 -0.66 0.22 0.30 0.25 0.22 0.21 0.21 0.24

=====

Least stable = arrangement x